(a)
Here is a single C3H6O3 molecule from the OMol25 dataset. Energies are from ωB97M-V with the def2-TZVPD basis set.

Last column: Mulliken charge in e.
Cartesian coordinates (Å):
O -1.99 -0.07 -0.68  -0.51
C -0.94 -0.62 -0.76  0.45
O -0.82 -1.91 -1.14  -0.47
C 0.38 -0.05 -0.32  -0.47
C 0.15 0.97 0.77  -0.25
O 1.35 1.28 1.52  -0.54
H -1.46 -2.30 -1.77  0.35
H 1.11 -0.74 0.13  0.33
H 0.94 0.37 -1.17  0.26
H -0.27 1.92 0.47  0.28
H -0.49 0.52 1.53  0.28
H 2.03 0.62 1.42  0.28

Output
- SMILES = O=C(O)CCO
- frontier orbital gap (Eh) = 0.4062
- total charge = 0
- HOMO (eV) = -10.428



(b)
Here is a single C3H6O3 molecule from the OMol25 dataset. Energies are from ωB97M-V with the def2-TZVPD basis set.

Last column: Mulliken charge in e.
Cartesian coordinates (Å):
C 2.07 -0.34 0.12  -0.65
O 0.70 -0.62 0.39  -0.32
C -0.21 0.17 -0.19  0.74
O 0.05 1.10 -0.92  -0.59
C -1.63 -0.22 0.15  -0.33
O -2.45 0.91 0.22  -0.51
H 2.39 -0.87 -0.78  0.27
H 2.22 0.73 -0.01  0.33
H 2.62 -0.71 0.99  0.24
H -1.97 -0.93 -0.63  0.21
H -1.66 -0.74 1.11  0.28
H -2.14 1.52 -0.46  0.33

Output
- SMILES = COC(=O)CO
- frontier orbital gap (Eh) = 0.4187
- total charge = 0
- HOMO (eV) = -10.574



The most stable of them is (b).